(1)
{"formula": "C3H13O3S", "method": "ωB97M-V/def2-TZVPD", "energy_ev": -20301.168, "homo_lumo_gap_ev": 6.29, "charge": -1, "e_homo_ev": -2.95, "relative_energy_kcal_mol": 12.5, "elements": ["C", "C", "C", "S", "H", "H", "H", "H", "H", "H", "H", "H", "H", "O", "H", "H", "O", "H", "H", "O"], "coordinates": [[-0.6773, 0.1321, -1.5963], [-2.0818, 0.7149, -1.4289], [-3.1318, -0.3078, -0.9915], [-2.8405, -0.9766, 0.6793], [-0.2432, 0.3614, -2.5709], [-0.0310, 0.4843, -0.8039], [-0.7034, -0.9596, -1.5224], [-2.4176, 1.1651, -2.3581], [-2.1267, 1.4900, -0.6574], [-4.1129, 0.1786, -1.0056], [-3.1771, -1.1283, -1.7097], [5.0850, 0.9449, 0.3097], [5.7894, -0.2516, 0.8118], [5.9179, 0.4687, 0.1788], [-0.9303, -0.2840, 1.4333], [-0.5495, -0.2574, 2.9126], [-0.2320, 0.0619, 2.0573], [1.6715, 0.0027, 1.9710], [2.2647, -1.3766, 2.2321], [2.5267, -0.4626, 2.0587]]}



(2)
{"formula": "C3H13O3S", "method": "ωB97M-V/def2-TZVPD", "energy_ev": -20301.158, "homo_lumo_gap_ev": 6.94, "charge": -1, "e_homo_ev": -3.29, "relative_energy_kcal_mol": 12.8, "elements": ["C", "C", "C", "S", "H", "H", "H", "H", "H", "H", "H", "H", "H", "O", "H", "H", "O", "H", "H", "O"], "coordinates": [[-1.6060, 1.5050, 1.2209], [-1.2860, 0.0112, 1.4895], [0.2230, -0.2132, 1.6636], [1.2909, 0.0661, 0.2192], [-2.6436, 1.7318, 1.3980], [-1.2561, 1.7070, 0.2122], [-0.9243, 2.1051, 1.8262], [-1.8306, -0.2544, 2.4042], [-1.5672, -0.6402, 0.6505], [0.3298, -1.2884, 1.8711], [0.5340, 0.2457, 2.5876], [-2.0887, -0.9597, -3.1780], [-2.5466, -2.3971, -3.3642], [-2.8682, -1.4882, -3.4398], [3.1275, 0.2408, 1.1709], [3.8545, -0.6386, 2.1916], [4.0430, 0.0201, 1.5142], [-1.1830, 0.7011, -1.3753], [-0.0896, 0.2494, -2.1608], [-1.0629, 0.2501, -2.2224]]}



(3)
{"formula": "C3H13O3S", "method": "ωB97M-V/def2-TZVPD", "energy_ev": -20297.514, "homo_lumo_gap_ev": [2.11, 6.60], "charge": -2, "e_homo_ev": [3.19, -1.31], "relative_energy_kcal_mol": 3.1, "multiplicity": 2, "elements": ["C", "C", "C", "S", "H", "H", "H", "H", "H", "H", "H", "H", "H", "O", "H", "H", "O", "H", "H", "O"], "coordinates": [[0.1744, -2.4830, -0.0197], [1.6828, -2.7594, 0.0764], [2.5442, -1.6120, 0.5560], [2.4426, -1.3471, 2.3571], [0.0018, -1.5210, -0.4929], [-0.2415, -3.3228, -0.5788], [-0.2547, -2.4597, 0.9671], [2.0017, -3.0995, -0.9199], [1.9125, -3.6447, 0.6304], [3.5660, -1.7127, 0.2137], [2.2138, -0.6859, 0.0757], [-2.4209, 3.4222, 1.2354], [-1.7267, 2.4895, 0.2607], [-2.1671, 3.3494, 0.3078], [1.0845, 0.4699, 2.3446], [-0.3942, 0.5580, 2.3799], [0.3399, 0.9479, 1.8878], [-2.9888, 4.1104, -3.4368], [-3.9709, 4.6452, -4.4098], [-3.7995, 4.6551, -3.4349]]}



(4)
{"formula": "C3H14BN3", "method": "ωB97M-V/def2-TZVPD", "energy_ev": -8469.628, "homo_lumo_gap_ev": 11.50, "charge": 2, "e_homo_ev": -18.47, "smiles": "CNB(C[NH3+])C[NH3+]", "relative_energy_kcal_mol": 0.0, "elements": ["B", "C", "C", "C", "N", "N", "N", "H", "H", "H", "H", "H", "H", "H", "H", "H", "H", "H", "H", "H", "H"], "coordinates": [[-0.1216, -0.1527, 0.2126], [2.3782, 0.4300, 0.3752], [-0.2659, -0.5251, -1.3443], [-1.6018, -0.2197, 1.1840], [1.0122, 0.2328, 0.8563], [0.9742, -0.9880, -2.0404], [-2.3884, 1.0445, 1.2627], [2.8048, -0.4975, -0.0085], [2.4130, 1.2102, -0.3881], [3.0137, 0.7540, 1.1975], [-0.6310, 0.3493, -1.8897], [-1.0189, -1.3017, -1.4781], [-1.3284, -0.5144, 2.1949], [-2.2513, -0.9948, 0.7818], [0.9597, 0.4261, 1.8470], [0.7928, -1.1749, -3.0371], [1.7120, -0.2731, -1.9704], [1.3202, -1.8590, -1.6208], [-3.2224, 0.9000, 1.8513], [-1.8402, 1.8072, 1.6799], [-2.7110, 1.3468, 0.3343]]}



(5)
{"formula": "C3H14FNO3P2Si2Zn", "method": "ωB97M-V/def2-TZVPD", "energy_ev": -96424.622, "homo_lumo_gap_ev": 2.50, "charge": 2, "e_homo_ev": -14.18, "elements": ["C", "Si", "O", "Si", "N", "F", "P", "O", "O", "P", "C", "C", "H", "H", "H", "H", "H", "H", "H", "H", "H", "H", "H", "H", "H", "H", "Zn"], "coordinates": [[-0.8999, -3.3180, 1.0151], [-0.7075, -1.7365, 0.0792], [0.8464, -1.1427, 0.3559], [1.3710, 0.2648, -0.2399], [2.0479, 1.3229, 0.9231], [0.1916, 0.9987, -1.0283], [3.0803, -0.0799, -1.7557], [4.3216, 0.6135, -1.0324], [2.6327, 1.0434, -2.9421], [-2.2952, -0.2688, 0.7726], [-3.3627, 0.3407, -0.5416], [-1.7008, 1.0705, 1.8256], [-1.2986, -4.1049, 0.3875], [0.0674, -3.5962, 1.4250], [-1.5565, -3.1770, 1.8697], [-0.9115, -1.9519, -1.3677], [1.5461, 1.2976, 1.8059], [2.9774, 0.9851, 1.1645], [4.1670, 1.4921, -0.6513], [3.4167, 1.5463, -3.2210], [-2.8824, 0.2783, -1.5135], [-3.6852, 1.3526, -0.3197], [-4.2578, -0.2787, -0.5725], [-2.5040, 1.3692, 2.4950], [-0.9068, 0.6727, 2.4516], [-1.3572, 1.9246, 1.2491], [1.6597, 3.0816, -2.6343]]}



(6)
{"formula": "C3H14N2O2", "method": "ωB97M-V/def2-TZVPD", "energy_ev": -10408.988, "homo_lumo_gap_ev": [7.60, 4.90], "charge": -1, "e_homo_ev": [-3.70, -3.66], "relative_energy_kcal_mol": 77.9, "multiplicity": 2, "elements": ["N", "C", "C", "N", "C", "H", "H", "H", "H", "H", "H", "H", "H", "H", "H", "H", "H", "O", "H", "H", "O"], "coordinates": [[2.2897, -1.2017, 0.7599], [0.2319, -0.0096, -1.4173], [-0.4946, 1.1507, -0.7886], [-1.7785, 0.7789, -0.1746], [-1.5293, 0.2786, 1.1127], [2.3448, -0.1199, 0.7590], [1.2673, 0.1595, -1.7700], [-0.4426, -0.2631, -2.2830], [0.1407, -0.7975, -0.6735], [0.2212, 1.6221, -0.0156], [-0.7094, 2.0202, -1.4236], [-1.9542, -0.1459, -0.6387], [-1.0367, 0.9803, 1.7644], [-2.3294, -0.3941, 1.5449], [-0.7562, -0.5804, 0.8355], [1.9926, -1.5720, 1.6317], [-2.9830, -1.9019, -0.1893], [-2.1519, -1.6883, -0.7076], [3.1424, -1.7039, 0.6158], [2.7222, 1.7961, 0.5840], [1.8131, 1.5918, 0.4740]]}



(7)
{"formula": "C3H14N2O2", "method": "ωB97M-V/def2-TZVPD", "energy_ev": -10412.829, "homo_lumo_gap_ev": 10.10, "charge": 0, "e_homo_ev": -9.24, "smiles": "CCNCN.O.O", "relative_energy_kcal_mol": 22.2, "elements": ["C", "C", "N", "C", "N", "H", "H", "H", "H", "H", "H", "H", "H", "H", "H", "H", "H", "O", "H", "H", "O"], "coordinates": [[-1.1929, 0.5570, -1.0668], [-0.1364, 0.0379, -0.1255], [-0.3132, 0.5523, 1.2495], [-0.2293, -0.5393, 2.2631], [0.0377, -0.0881, 3.5923], [-2.1616, 0.1137, -0.8617], [-0.9052, 0.4250, -2.1085], [-1.3356, 1.6443, -1.0065], [-0.1699, -1.0568, -0.1493], [0.8580, 0.3204, -0.4663], [-1.2403, 0.9632, 1.3028], [0.5732, -1.1948, 1.9124], [-1.1818, -1.0808, 2.2703], [0.7904, 0.5814, 3.6370], [-0.7857, 0.1795, 4.1207], [-0.7318, -3.7016, -6.3676], [0.3049, -2.5412, -6.6192], [-0.0320, -3.1724, -5.9813], [1.3956, 2.5183, 0.3780], [1.3883, 2.2341, 1.8120], [1.8073, 2.8412, 1.1870]]}



(8)
{"formula": "C3H14N2O2", "method": "ωB97M-V/def2-TZVPD", "energy_ev": -10413.195, "homo_lumo_gap_ev": 10.24, "charge": 0, "e_homo_ev": -9.39, "smiles": "C[C@H](N)CN.O.O", "relative_energy_kcal_mol": 13.7, "elements": ["N", "C", "C", "C", "N", "H", "H", "H", "H", "H", "H", "H", "H", "H", "H", "H", "H", "O", "H", "H", "O"], "coordinates": [[-0.9394, 1.2770, -0.0959], [-1.0119, -0.0208, 0.5672], [-2.3474, -0.2472, 1.2975], [-0.8062, -1.1488, -0.4347], [0.5690, -1.1082, -0.9640], [-1.7298, 1.7206, -0.5311], [-0.4591, 1.8819, 0.5529], [-0.1673, -0.0458, 1.2597], [-2.2682, -0.9677, 2.1104], [-2.7416, 0.7104, 1.6382], [-3.1407, -0.6053, 0.6271], [-1.6084, -0.9877, -1.1641], [-0.9098, -2.0910, 0.1055], [0.6752, -0.2814, -1.5442], [0.7931, -1.8558, -1.6145], [1.8672, 1.5226, -0.2544], [1.0212, 2.0491, -1.4288], [1.8554, 1.6176, -1.2153], [1.5706, -0.9442, 0.1294], [2.9333, -0.3080, 0.6487], [2.1058, -0.6439, 0.9927]]}



(9)
{"formula": "C3H14N2O2", "method": "ωB97M-V/def2-TZVPD", "energy_ev": -10412.793, "homo_lumo_gap_ev": 9.38, "charge": 0, "e_homo_ev": -8.91, "smiles": "NCCCN.O.O", "relative_energy_kcal_mol": 23.0, "elements": ["C", "C", "C", "N", "N", "H", "H", "H", "H", "H", "H", "H", "H", "H", "H", "H", "H", "O", "H", "H", "O"], "coordinates": [[-1.3717, -2.2814, 1.5138], [-0.6718, -1.2517, 0.6481], [-1.5074, -0.8334, -0.5701], [-1.0507, 0.3889, -1.2177], [-0.5693, -2.5716, 2.6893], [-1.5871, -3.1980, 0.9540], [-2.3537, -1.9278, 1.7863], [0.2051, -1.7721, 0.2044], [-0.2663, -0.4601, 1.2869], [-1.4841, -1.6490, -1.2894], [-2.5515, -0.7312, -0.2636], [-0.5400, 1.0258, -0.6392], [-0.6068, 0.2127, -2.0998], [-0.9842, -3.2742, 3.2666], [0.3819, -2.7329, 2.3959], [2.5009, 1.2134, -0.5002], [2.1411, 0.3553, -1.7683], [2.2941, 1.2433, -1.4377], [2.1086, 4.9207, -0.4734], [2.2682, 3.6510, -1.3557], [1.7632, 4.4667, -1.2535]]}



(10)
{"formula": "C3H14N2O2", "method": "ωB97M-V/def2-TZVPD", "energy_ev": -10412.677, "homo_lumo_gap_ev": 9.42, "charge": 0, "e_homo_ev": -8.75, "smiles": "C[C@H](N)CN.O.O", "relative_energy_kcal_mol": 25.7, "elements": ["N", "C", "C", "C", "N", "H", "H", "H", "H", "H", "H", "H", "H", "H", "H", "H", "H", "O", "H", "H", "O"], "coordinates": [[0.2656, -0.4640, -1.7940], [-0.3589, -0.6986, -0.4789], [0.6444, -0.9048, 0.6443], [-1.2410, 0.4800, -0.0576], [-2.0622, 1.0623, -1.1565], [1.0332, 0.1975, -1.6176], [0.7711, -1.2788, -2.1445], [-0.9551, -1.6018, -0.6049], [0.1513, -1.3355, 1.5297], [1.3736, -1.6998, 0.4720], [1.1263, -0.0084, 1.0300], [-0.6416, 1.3005, 0.3257], [-1.9564, 0.0588, 0.6506], [-2.8532, 1.5491, -0.7546], [-2.4068, 0.2825, -1.6865], [6.2999, -1.7368, 0.3501], [6.9601, -1.0094, -0.9022], [7.0316, -1.7191, -0.2634], [-4.1542, 3.2562, 2.1343], [-4.9221, 1.9745, 2.3735], [-4.1056, 2.2956, 1.9503]]}